C20H16N2O5S | wB97M-V/def2-TZVPD

```
44
Properties=species:S:1:pos:R:3:forces:R:3:nbo_charge:R:1
O 1.154 3.565 -0.837 0.200 0.369 -0.130 -0.61
C 0.459 2.826 -0.180 -0.358 -0.036 0.586 0.66
C -0.196 3.305 1.128 0.449 0.513 -0.289 -0.17
O -0.685 2.244 1.939 -0.281 -0.214 0.123 -0.51
C 0.250 1.530 2.588 0.256 0.093 -0.009 0.77
O 1.430 1.764 2.554 -0.096 0.047 -0.015 -0.57
C -0.336 0.403 3.323 -0.193 -0.434 0.268 -0.33
C -1.666 0.088 3.503 0.563 0.367 -0.230 -0.19
C -1.839 -1.076 4.255 0.436 -0.662 0.431 -0.21
C -0.628 -1.617 4.621 -0.086 1.414 -0.908 -0.15
N -0.406 -2.791 5.378 -0.130 -0.496 0.296 0.51
O -1.381 -3.402 5.760 -0.180 -0.169 0.112 -0.36
O 0.749 -3.097 5.584 0.344 -0.178 0.124 -0.37
S 0.734 -0.721 4.065 -0.623 0.009 0.002 0.59
N 0.176 1.553 -0.498 -0.048 -0.460 -0.058 -0.61
C 0.707 0.884 -1.675 0.020 0.211 -0.099 -0.12
C -0.433 0.618 -2.633 0.027 0.102 -0.130 0.07
C -0.546 1.326 -3.820 0.075 -0.066 0.120 -0.22
C -1.615 1.099 -4.670 -0.091 0.004 -0.093 -0.20
C -2.582 0.166 -4.337 -0.034 0.034 -0.103 -0.22
C -2.478 -0.541 -3.151 -0.047 -0.050 0.106 -0.19
C -1.409 -0.315 -2.302 0.009 0.051 -0.056 -0.25
C 1.452 -0.378 -1.289 0.037 -0.035 0.050 -0.05
C 1.578 -1.420 -2.200 0.041 0.034 -0.003 -0.16
C 2.257 -2.575 -1.854 0.030 -0.045 -0.063 -0.22
C 2.817 -2.704 -0.595 0.049 -0.065 0.048 -0.21
C 2.711 -1.663 0.311 0.050 -0.059 0.025 -0.20
C 2.038 -0.504 -0.036 -0.006 0.067 -0.024 -0.22
H 0.548 3.894 1.673 -0.138 -0.097 -0.147 0.23
H -1.060 3.930 0.892 0.100 -0.096 0.023 0.22
H -2.467 0.686 3.109 -0.120 0.100 -0.074 0.24
H -2.783 -1.512 4.525 -0.106 -0.094 0.059 0.26
H -0.485 1.032 0.057 0.046 0.135 0.032 0.40
H 1.410 1.598 -2.125 -0.174 -0.118 0.048 0.25
H 0.205 2.058 -4.078 0.094 0.085 -0.015 0.22
H -1.693 1.653 -5.594 -0.009 0.046 -0.081 0.22
H -3.415 -0.012 -5.001 -0.064 -0.014 -0.059 0.21
H -3.229 -1.271 -2.887 -0.062 -0.061 0.018 0.21
H -1.322 -0.879 -1.383 0.011 -0.097 0.078 0.21
H 1.144 -1.326 -3.184 -0.056 -0.031 -0.070 0.21
H 2.348 -3.377 -2.572 0.005 -0.072 -0.057 0.21
H 3.342 -3.608 -0.323 0.040 -0.084 0.023 0.21
H 3.158 -1.746 1.290 0.048 -0.014 0.088 0.22
H 1.989 0.311 0.670 -0.031 0.064 0.055 0.23
```
Positions in Å, forces in eV/Å.

Output
Energy above the lowest of the compared OMol25 structures with the same formula, charge and spin, kJ/mol: 409.90
Max |F|, eV/A: 1.68
Orbital gap, eV: 7.78
LUMO energy, eV: -1.46
Structure (SMILES): O=C(COC(=O)c1ccc([N+](=O)[O-])s1)NC(c1ccccc1)c1ccccc1
Molar mass, g/mol: 396.42
2S+1: 1

=====

C3H8N2O2 | wB97M-V/def2-TZVPD

```
15
Properties=species:S:1:pos:R:3:forces:R:3:nbo_charge:R:1
N 0.378 1.953 0.413 -0.118 -0.339 -0.223 -0.81
C 0.689 0.692 0.011 -0.291 0.661 0.217 0.66
O 1.626 0.471 -0.727 0.275 -0.264 -0.202 -0.63
C -0.186 -0.421 0.614 0.239 0.117 -0.003 -0.18
N -1.122 0.110 1.611 -0.050 -0.669 0.249 -0.84
C -0.897 -1.231 -0.479 0.861 0.655 -1.624 -0.06
O -0.071 -1.489 -1.609 -0.308 -1.087 0.106 -0.72
H 0.863 2.710 -0.031 0.079 0.093 -0.133 0.40
H -0.540 2.099 0.783 -0.123 0.155 0.445 0.41
H 0.564 -1.047 1.103 -0.143 -0.163 -0.013 0.22
H -2.082 -0.003 1.303 0.004 0.008 -0.092 0.36
H -1.039 -0.454 2.455 -0.095 0.359 -0.090 0.37
H -1.762 -0.679 -0.868 -0.282 0.069 0.541 0.15
H -1.197 -2.222 -0.170 -0.225 -0.046 0.527 0.19
H 0.312 -0.705 -1.997 0.179 0.450 0.296 0.49
```
Positions in Å, forces in eV/Å.

Output
Energy above the lowest of the compared OMol25 structures with the same formula, charge and spin, kJ/mol: 81.00
Max |F|, eV/A: 1.95
Orbital gap, eV: 10.18
LUMO energy, eV: 0.81
Structure (SMILES): NC(=O)[C@@H](N)CO
Molar mass, g/mol: 104.11
2S+1: 1

=====

C8H12INOSi | wB97M-V/def2-TZVPD

```
24
Properties=species:S:1:pos:R:3:forces:R:3:nbo_charge:R:1
C -2.019 -0.958 2.483 2.144 0.250 -0.294 -0.16
C -0.488 0.156 0.240 -1.301 -1.794 2.985 -0.32
C -0.978 -1.625 2.023 0.427 2.122 -2.334 -0.27
C -1.507 0.769 0.866 0.725 -1.020 0.016 -0.07
C -2.186 1.936 0.293 3.731 0.800 -3.065 0.43
C 1.346 -1.865 -1.376 -1.751 0.289 -0.417 -1.09
C 2.420 0.581 0.238 0.679 -1.351 -1.063 -1.12
C 0.747 0.979 -2.304 -1.304 0.391 -2.117 -1.15
N -2.188 0.375 2.036 -3.014 -1.019 -0.549 -0.58
O -3.277 2.303 0.483 -3.401 0.601 1.314 -0.51
Si 1.068 -0.074 -0.797 -1.374 -0.315 -1.040 1.62
I 0.066 -3.292 2.366 0.102 -0.457 0.190 0.27
H -2.553 -1.314 3.346 -0.566 0.207 0.098 0.24
H -1.593 2.482 -0.516 -0.072 -0.554 0.687 0.10
H 0.683 -2.131 -2.276 0.797 0.445 1.422 0.25
H 2.351 -1.980 -1.692 1.131 0.037 -0.447 0.24
H 1.205 -2.590 -0.583 -0.260 -0.169 0.098 0.24
H 2.298 0.121 1.178 0.079 -0.755 1.356 0.25
H 3.329 0.188 -0.227 0.237 0.163 0.242 0.24
H 2.526 1.606 0.422 -0.097 1.627 -0.100 0.25
H -0.288 0.845 -2.841 1.499 0.354 1.603 0.25
H 0.904 2.007 -1.983 -0.621 0.354 0.113 0.24
H 1.363 0.975 -3.222 0.481 -0.687 0.640 0.25
H -3.232 0.506 1.844 1.729 0.480 0.662 0.40
```
Positions in Å, forces in eV/Å.

Output
Energy above the lowest of the compared OMol25 structures with the same formula, charge and spin, kJ/mol: 287.43
Max |F|, eV/A: 4.89
Orbital gap, eV: 7.46
LUMO energy, eV: -0.69
Molar mass, g/mol: 293.18
2S+1: 1